{"formula": "C5H6Cl2P2", "method": "ωB97M-V/def2-TZVPD", "species": ["C", "C", "C", "C", "C", "P", "P", "Cl", "Cl", "H", "H", "H", "H", "H", "H"], "positions_angstrom": [[-0.70, -1.10, 0.27], [0.48, -1.42, -0.31], [-0.66, 0.29, 0.92], [1.14, 1.12, -0.74], [-0.12, 1.39, 0.05], [-2.13, -2.15, 0.28], [1.72, -2.51, -0.52], [2.67, 1.15, 0.04], [-1.35, 1.91, -1.28], [-1.57, 0.62, 1.31], [-0.24, 0.06, 1.90], [1.13, 1.29, -1.76], [-0.03, 2.42, 0.48], [-2.83, -1.24, 0.90], [2.49, -1.83, -1.54]], "lowdin_charge": [-0.697, -0.568, -0.273, -0.626, -0.650, 0.884, 0.801, 0.624, 0.541, 0.073, 0.127, 0.017, 0.099, -0.213, -0.137], "gap_ev": [7.1, 7.0], "molar_mass_g_mol": 198.96, "homo_energy_ev": [-7.5, -8.9], "total_charge": 0, "multiplicity": 3, "s_squared": 2.04}

***

{"formula": "C41H47Cl5N5O3SSiTi", "method": "ωB97M-V/def2-TZVPD", "species": ["Ti", "C", "C", "N", "C", "C", "C", "C", "C", "C", "C", "N", "C", "C", "C", "C", "C", "C", "C", "C", "N", "C", "H", "H", "H", "H", "H", "H", "H", "H", "H", "H", "H", "H", "Cl", "C", "C", "C", "Cl", "C", "Cl", "C", "Cl", "C", "Cl", "C", "C", "C", "C", "N", "N", "C", "H", "H", "H", "H", "H", "H", "H", "H", "C", "C", "C", "C", "O", "Si", "S", "O", "C", "C", "C", "C", "O", "C", "C", "C", "C", "H", "H", "H", "H", "H", "H", "H", "H", "H", "H", "H", "H", "H", "H", "H", "H", "H", "H", "H", "H", "H", "H", "H", "H", "H", "H", "H"], "positions_angstrom": [[0.74, -1.41, -0.54], [4.88, -0.17, 0.62], [3.88, -0.93, 0.00], [2.68, -1.07, 0.51], [2.38, -0.46, 1.70], [3.32, 0.31, 2.39], [4.60, 0.45, 1.80], [2.94, 0.92, 3.61], [1.66, 0.76, 4.06], [0.71, -0.02, 3.36], [1.05, -0.65, 2.20], [0.25, -1.47, 1.39], [-0.62, -2.43, 1.88], [-1.00, -2.68, 3.18], [-1.86, -3.76, 3.49], [-2.33, -4.61, 2.54], [-1.92, -4.42, 1.20], [-2.31, -5.26, 0.13], [-1.83, -5.03, -1.12], [-0.96, -3.95, -1.33], [-0.59, -3.13, -0.38], [-1.08, -3.34, 0.88], [5.85, -0.08, 0.15], [4.05, -1.44, -0.94], [5.34, 1.06, 2.30], [3.65, 1.53, 4.15], [1.35, 1.26, 4.97], [-0.31, -0.07, 3.72], [-0.65, -2.04, 3.98], [-2.14, -3.91, 4.53], [-2.99, -5.42, 2.79], [-2.98, -6.09, 0.33], [-2.11, -5.66, -1.96], [-0.57, -3.74, -2.32], [-2.95, -1.20, -1.16], [-1.85, -1.05, -2.51], [-0.48, -1.13, -2.29], [0.29, -1.00, -3.43], [2.04, -0.98, -3.18], [-0.19, -0.83, -4.72], [0.89, -0.70, -6.06], [-1.57, -0.75, -4.89], [-2.23, -0.51, -6.47], [-2.40, -0.86, -3.78], [-4.11, -0.72, -3.98], [2.12, -6.14, 1.49], [2.18, -5.33, 0.24], [2.24, -5.67, -1.10], [2.20, -4.46, -1.80], [2.12, -3.43, -0.96], [2.13, -3.99, 0.27], [2.23, -4.30, -3.29], [2.63, -7.10, 1.35], [1.08, -6.35, 1.77], [2.59, -5.63, 2.33], [2.31, -6.66, -1.51], [2.05, -3.39, 1.08], [2.38, -5.28, -3.75], [3.04, -3.64, -3.61], [1.30, -3.88, -3.68], [2.31, 4.02, 0.68], [1.03, 4.36, 1.43], [0.44, 5.67, 0.93], [1.29, 4.43, 2.92], [0.06, 3.31, 1.26], [-0.46, 2.50, -0.07], [0.91, 1.05, -0.68], [-1.91, 1.85, 0.33], [-2.90, 2.26, 1.29], [-2.53, 1.63, 2.62], [-4.22, 1.71, 0.78], [-2.98, 3.78, 1.41], [-0.61, 3.64, -1.25], [-1.10, 3.60, -2.59], [-1.58, 2.21, -2.99], [0.07, 4.02, -3.48], [-2.24, 4.61, -2.68], [3.07, 4.78, 0.88], [2.14, 3.99, -0.40], [2.69, 3.04, 0.98], [1.16, 6.48, 1.08], [-0.47, 5.92, 1.49], [0.19, 5.61, -0.13], [2.04, 5.20, 3.15], [1.65, 3.47, 3.29], [0.37, 4.68, 3.45], [-2.48, 0.54, 2.52], [-3.27, 1.88, 3.39], [-1.55, 1.99, 2.95], [-4.17, 0.63, 0.67], [-4.45, 2.14, -0.20], [-5.03, 1.96, 1.47], [-2.08, 4.19, 1.85], [-3.84, 4.04, 2.03], [-3.12, 4.23, 0.42], [-0.76, 1.50, -2.93], [-1.96, 2.23, -4.01], [-2.39, 1.87, -2.33], [0.88, 3.30, -3.37], [0.43, 5.00, -3.18], [-0.23, 4.06, -4.53], [-3.08, 4.28, -2.07], [-2.59, 4.70, -3.71], [-1.91, 5.59, -2.33]], "lowdin_charge": [0.705, -0.028, -0.122, -0.031, -0.203, -0.153, 0.007, -0.044, -0.065, -0.006, -0.230, -0.046, -0.211, -0.006, -0.075, -0.051, -0.155, 0.004, -0.021, -0.123, -0.001, -0.168, 0.109, 0.102, 0.124, 0.116, 0.112, 0.098, 0.090, 0.106, 0.109, 0.123, 0.112, 0.113, 0.740, -0.679, -0.357, -0.680, 0.692, -0.709, 0.681, -0.718, 0.678, -0.715, 0.678, -0.005, -0.285, 0.023, -0.338, 0.018, 0.045, -0.040, 0.083, 0.083, 0.084, 0.114, 0.144, 0.081, 0.062, 0.064, -0.040, -0.641, -0.025, -0.024, -0.157, -0.088, 0.514, -0.151, -0.636, -0.023, -0.037, -0.021, -0.160, -0.637, -0.041, -0.023, -0.024, 0.088, 0.077, 0.067, 0.088, 0.083, 0.075, 0.088, 0.062, 0.088, 0.083, 0.090, 0.075, 0.050, 0.089, 0.087, 0.068, 0.090, 0.084, 0.050, 0.101, 0.086, 0.086, 0.086, 0.088, 0.078, 0.088, 0.087], "gap_ev": [6.6, 7.1], "molar_mass_g_mol": 943.14, "homo_energy_ev": [-7.1, -7.4], "total_charge": 0, "multiplicity": 2, "s_squared": 0.75}